Record 1
Entry from the OMol25 dataset: CH11MnO8 as an isolated structure (ωB97M-V/def2-TZVPD).

Geometry (Å):
Mn  0.571  -0.014  0.349
O  -3.175  -0.866  -1.590
C  -2.732  -0.539  -0.416
O  -1.518  -0.454  -0.307
O  -3.510  -0.007  0.424
H  -4.059  -1.069  -1.277
O  -0.375  1.943  0.977
H  -0.340  2.525  0.218
H  -1.230  2.115  1.372
O  1.276  -1.666  -0.750
H  1.535  -2.002  -1.608
H  1.719  -2.239  -0.124
O  2.395  1.007  0.705
H  2.684  1.297  -0.160
H  3.065  1.336  1.304
O  0.476  1.057  -1.618
H  -0.371  1.498  -1.682
H  0.733  0.895  -2.526
O  0.878  -1.311  1.992
H  1.537  -1.999  1.897
H  0.442  -1.508  2.820

multiplicity	7
lowest unoccupied orbital energy (alpha / beta)	-0.3 / -0.4	eV
net charge	0
⟨S²⟩	12.0024
Kohn-Sham gap (alpha / beta)	3.41 / 7.88	eV
calculated total energy	-1797.5870	hartree

=====

Record 2
Entry from the OMol25 dataset: a 4-piece molecular cluster, CH11N3O3 overall (ωB97M-V/def2-TZVPD).

Geometry (Å):
N  -0.196  1.680  0.970
C  -0.749  0.491  0.413
N  -1.866  0.653  -0.367
N  0.006  -0.590  0.394
H  -0.897  2.369  1.191
H  0.689  1.591  1.463
H  -1.994  0.143  -1.199
H  -2.630  1.176  -0.023
H  0.529  -0.513  1.293
H  2.128  0.975  -0.386
H  2.872  2.419  -0.214
O  2.290  1.761  0.269
H  -2.716  -3.008  0.235
H  -1.722  -1.829  0.053
O  -2.246  -2.527  -0.452
H  2.650  -2.088  -1.669
H  1.409  -1.335  -0.980
O  2.443  -1.369  -0.992

multiplicity	2
lowest unoccupied orbital energy (alpha / beta)	3.8 / 3.6	eV
net charge	-1
⟨S²⟩	0.7504
Kohn-Sham gap (alpha / beta)	2.78 / 8.91	eV
energy above the lowest of the compared OMol25 structures with the same formula, charge and spin	29.4	kcal per mole
calculated total energy	-434.6293	hartree

=====

Record 3
Entry from the OMol25 dataset: a 5-piece molecular cluster, CH11NO4 overall (ωB97M-V/def2-TZVPD).

Geometry (Å):
C  1.792  0.607  2.117
N  0.997  0.192  3.016
H  2.319  -0.176  1.592
H  1.885  1.687  1.920
H  0.319  0.844  3.429
H  -0.489  -1.263  0.281
H  -1.120  -0.782  -0.982
O  -1.037  -0.527  -0.033
H  -0.030  -2.122  -2.594
H  -0.610  -0.782  -3.091
O  -0.814  -1.552  -2.532
H  -1.105  0.681  1.766
H  -2.640  0.434  1.501
O  -1.994  0.804  2.102
H  0.955  0.194  -2.154
H  0.665  1.346  -3.232
O  0.908  0.415  -3.106

multiplicity	2
lowest unoccupied orbital energy (alpha / beta)	4.0 / 3.8	eV
net charge	-1
⟨S²⟩	0.7504
Kohn-Sham gap (alpha / beta)	3.41 / 10.66	eV
energy above the lowest of the compared OMol25 structures with the same formula, charge and spin	26.7	kcal per mole
calculated total energy	-400.3462	hartree

=====

Record 4
Entry from the OMol25 dataset: a 4-piece molecular cluster, CH11NO4 overall (ωB97M-V/def2-TZVPD).

Geometry (Å):
N  1.593  1.447  0.183
C  1.928  0.046  0.211
O  1.059  -0.878  -0.577
H  1.650  2.034  -0.606
H  0.528  1.491  0.556
H  2.947  0.041  -0.069
H  1.839  -0.400  1.213
H  0.217  -0.344  -0.666
H  -0.734  -2.575  0.227
H  -2.083  -1.785  0.749
O  -1.142  -1.953  0.937
H  -1.621  -0.298  -2.717
H  -0.650  0.822  -3.176
O  -0.661  0.023  -2.671
H  -1.603  0.060  1.736
H  -1.300  1.322  2.614
O  -1.966  0.947  2.056

multiplicity	2
lowest unoccupied orbital energy (alpha / beta)	-3.9 / -9.8	eV
net charge	+1
⟨S²⟩	0.7596
Kohn-Sham gap (alpha / beta)	11.20 / 5.27	eV
energy above the lowest of the compared OMol25 structures with the same formula, charge and spin	35.9	kcal per mole
calculated total energy	-400.0009	hartree

=====

Record 5
Entry from the OMol25 dataset: a 5-piece molecular cluster, CH11NO5 overall (ωB97M-V/def2-TZVPD).

Geometry (Å):
C  -0.870  0.838  1.849
N  -0.815  -0.439  2.198
O  -0.124  1.658  2.412
H  -1.682  1.226  1.184
H  -1.223  -1.136  1.585
H  -0.380  -0.750  3.054
H  -1.712  -1.210  -1.233
H  -0.841  -0.162  -0.475
O  -1.734  -0.539  -0.527
H  0.350  -2.266  -2.281
H  -0.579  -1.142  -2.524
O  -0.578  -2.108  -2.501
H  1.905  -1.000  -1.573
H  1.470  -0.020  -0.595
O  1.828  -0.925  -0.609
H  1.638  2.706  -0.878
H  2.390  2.079  -2.011
O  1.740  1.857  -1.324

multiplicity	2
lowest unoccupied orbital energy (alpha / beta)	-5.1 / -9.6	eV
net charge	+1
⟨S²⟩	0.7551
Kohn-Sham gap (alpha / beta)	9.81 / 5.40	eV
energy above the lowest of the compared OMol25 structures with the same formula, charge and spin	21.0	kcal per mole
calculated total energy	-475.2905	hartree

=====

Record 6
Entry from the OMol25 dataset: CH11NO6P2SSi2Tm as an isolated structure (ωB97M-V/def2-TZVPD).

Geometry (Å):
N  -0.270  2.384  -1.487
P  -0.359  0.922  -2.225
O  0.387  1.111  -3.704
O  -1.909  0.399  -2.472
Si  0.725  -0.738  -1.140
C  -0.380  -1.736  0.068
P  -1.555  -0.821  1.161
O  -2.915  -1.576  1.176
O  -0.945  -0.910  2.725
O  -1.835  0.759  0.764
O  2.217  -0.203  -0.520
Si  2.166  0.328  1.115
S  4.021  1.384  1.456
H  0.270  2.292  -0.613
H  0.796  2.005  -3.682
H  -2.079  0.530  -3.432
H  1.071  -1.678  -2.226
H  -0.997  -2.458  -0.537
H  0.285  -2.380  0.708
H  -0.679  -0.018  3.013
H  -1.369  1.324  1.410
H  1.945  -0.734  2.096
H  1.099  1.363  1.230
H  4.437  1.054  2.723
Tm  -4.126  -2.603  2.392

multiplicity	3
lowest unoccupied orbital energy (alpha / beta)	-11.5 / -13.6	eV
net charge	+3
⟨S²⟩	2.0118
Kohn-Sham gap (alpha / beta)	5.84 / 3.75	eV
calculated total energy	-3295.0408	hartree

=====

Record 7
Entry from the OMol25 dataset: a 5-piece molecular cluster, CH11O4S overall (ωB97M-V/def2-TZVPD).

Geometry (Å):
C  1.101  0.750  -0.925
S  0.806  -0.833  -0.056
H  0.284  1.471  -0.768
H  1.905  1.308  -0.418
H  1.355  0.648  -1.985
H  -2.580  0.665  -2.083
H  -1.148  0.249  -1.972
O  -1.707  1.041  -1.929
H  -1.481  0.542  1.190
H  -1.256  -0.364  2.383
O  -1.321  0.566  2.139
H  2.656  -0.482  0.829
H  3.953  0.432  0.586
O  3.633  -0.357  1.017
H  -2.794  -1.587  0.647
H  -1.282  -1.776  0.628
O  -2.124  -2.272  0.717

multiplicity	1
lowest unoccupied orbital energy	3.3	eV
net charge	-1
Kohn-Sham gap	6.68	eV
energy above the lowest of the compared OMol25 structures with the same formula, charge and spin	18.3	kcal per mole
calculated total energy	-743.8845	hartree

=====

Record 8
Entry from the OMol25 dataset: a 5-piece molecular cluster, CH11O5 overall (ωB97M-V/def2-TZVPD).

Geometry (Å):
C  0.157  1.761  1.399
O  0.120  0.444  0.968
H  -0.835  2.247  1.397
H  0.798  2.321  0.704
H  0.610  2.018  2.365
H  -0.700  0.760  -0.645
H  -1.274  1.595  -1.781
O  -0.743  0.817  -1.627
H  -0.549  -0.786  0.758
H  -1.128  -1.852  1.804
O  -1.115  -1.657  0.876
H  -0.669  -1.612  -2.568
H  -1.211  -2.814  -1.831
O  -0.610  -2.578  -2.553
H  1.824  0.115  0.650
H  2.579  -0.788  -0.216
O  2.745  0.007  0.299

multiplicity	1
lowest unoccupied orbital energy	3.9	eV
net charge	-1
Kohn-Sham gap	8.33	eV
energy above the lowest of the compared OMol25 structures with the same formula, charge and spin	16.5	kcal per mole
calculated total energy	-420.9245	hartree

=====

Record 9
Entry from the OMol25 dataset: a 5-piece molecular cluster, CH11O5 overall (ωB97M-V/def2-TZVPD).

Geometry (Å):
C  -0.809  0.494  -0.526
O  0.390  -0.164  -0.439
H  -1.636  -0.114  -0.962
H  -1.119  0.843  0.477
H  -0.792  1.418  -1.135
H  -0.380  -2.207  0.192
H  -1.253  -2.623  -0.941
O  -1.036  -2.879  -0.034
H  0.468  -0.180  -2.396
H  1.836  -0.574  -2.878
O  0.954  -0.372  -3.207
H  -1.785  1.340  3.884
H  -0.570  0.566  3.924
O  -1.422  0.594  4.382
H  1.734  0.777  -0.217
H  2.891  1.909  -0.307
O  2.529  1.171  0.183

multiplicity	2
lowest unoccupied orbital energy (alpha / beta)	0.1 / -3.6	eV
net charge	0
⟨S²⟩	0.7540
Kohn-Sham gap (alpha / beta)	11.50 / 7.81	eV
energy above the lowest of the compared OMol25 structures with the same formula, charge and spin	7.9	kcal per mole
calculated total energy	-420.7793	hartree

=====

Record 10
Entry from the OMol25 dataset: CH11O5Pd as an isolated structure (ωB97M-V/def2-TZVPD).

Geometry (Å):
Pd  0.031  0.787  0.292
C  -0.352  -1.851  0.523
O  -0.652  -0.614  -0.017
H  -0.567  -1.780  1.579
H  0.714  -1.948  0.340
H  -0.965  -2.661  0.113
O  -0.137  1.195  1.898
H  -0.200  0.716  2.709
H  -0.299  2.124  2.167
O  -0.845  -1.218  -2.635
H  -0.736  -1.103  -1.695
H  -0.607  -2.117  -2.711
O  -0.495  2.039  -0.719
H  -1.258  2.618  -0.597
H  0.164  2.508  -1.263
O  1.693  0.600  0.018
H  2.031  -0.086  -0.540
H  2.480  0.792  0.538

multiplicity	3
lowest unoccupied orbital energy (alpha / beta)	-3.9 / -4.0	eV
net charge	+1
⟨S²⟩	2.0049
Kohn-Sham gap (alpha / beta)	7.17 / 7.58	eV
calculated total energy	-547.9746	hartree

=====

Record 11
Entry from the OMol25 dataset: CH12CdO9 as an isolated structure (ωB97M-V/def2-TZVPD).

Geometry (Å):
Cd  -0.025  -0.094  -0.022
C  0.665  -1.874  -1.722
O  0.214  -2.783  -2.632
O  0.646  -2.132  -0.505
O  0.251  -0.795  -2.231
O  -1.995  0.323  -0.876
H  -2.565  1.091  -0.809
H  -2.565  -0.273  -1.454
O  -0.665  1.748  1.298
H  -0.143  2.381  1.775
H  -1.578  1.873  1.461
O  0.452  1.933  -1.362
H  0.684  1.655  -2.266
H  0.972  2.694  -1.115
O  -1.429  -1.476  1.117
H  -2.080  -1.740  1.768
H  -1.662  -2.031  0.393
O  2.294  0.304  -0.071
H  2.803  1.130  -0.013
H  2.736  -0.287  -0.708
O  0.939  -0.472  2.275
H  1.594  -0.104  2.882
H  0.456  -1.071  2.818

multiplicity	1
lowest unoccupied orbital energy	-0.8	eV
net charge	0
Kohn-Sham gap	3.99	eV
energy above the lowest of the compared OMol25 structures with the same formula, charge and spin	46.1	kcal per mole
calculated total energy	-890.0871	hartree

=====

Record 12
Entry from the OMol25 dataset: CH12MnO9 as an isolated structure (ωB97M-V/def2-TZVPD).

Geometry (Å):
Mn  -0.358  -0.148  0.420
C  2.021  -1.438  -1.309
O  1.834  -2.652  -1.486
O  1.103  -0.678  -1.015
O  3.098  -0.931  -1.723
O  1.230  1.801  -2.259
H  1.130  0.901  -1.948
H  0.827  1.800  -3.128
O  -1.704  0.695  2.008
H  -1.946  1.608  2.164
H  -2.456  0.191  2.320
O  0.630  -1.211  1.932
H  0.764  -0.780  2.776
H  1.256  -1.935  1.931
O  0.656  1.665  0.914
H  0.274  2.537  1.016
H  1.601  1.812  0.938
O  -1.477  1.022  -0.841
H  -2.411  0.829  -0.921
H  -1.371  1.876  -1.259
O  -1.450  -1.977  -0.033
H  -1.811  -2.720  0.450
H  -1.442  -2.265  -0.946

multiplicity	7
lowest unoccupied orbital energy (alpha / beta)	-3.9 / -4.2	eV
net charge	+1
⟨S²⟩	12.0099
Kohn-Sham gap (alpha / beta)	9.00 / 8.30	eV
calculated total energy	-1873.2651	hartree

=====

no.,strongest force on any atom (hartree/bohr)
1,0.1130
2,0.0615
3,0.0340
4,0.1409
5,0.0508
6,0.0925
7,0.0254
8,0.0334
9,0.0287
10,0.3745
11,0.2288
12,0.1019